Computed, not measured: a cluster of 3 separate species, C20H35N3O4S3 in total at a distorted geometry, with ωB97M-V/def2-TZVPD.

Structure (XYZ):
```
65
Properties=species:S:1:pos:R:3
H -2.50285 -0.59063 -2.69314
H -5.03619 -0.40095 -0.55564
H 2.10251 -1.65957 1.76120
N -2.92945 -4.80113 2.25973
N 0.56168 -2.43070 0.27865
S -0.58565 -0.64444 2.06838
H -1.20465 -2.35402 -1.94167
H 1.73556 -1.85889 -1.57604
C 1.74922 -2.64850 1.23355
H 1.20422 -3.17534 3.40070
H 1.64657 -3.69150 -1.13418
C -0.04430 -1.05865 0.47327
C 3.08001 1.46568 2.60331
C -4.25980 -0.99614 -1.23102
O 3.22291 0.15050 3.17141
H 2.72196 1.32103 1.57736
H 0.99901 2.78915 -5.86924
H -0.51362 -4.10492 -2.31754
N -4.11353 -4.73899 -2.11665
H -0.26157 3.97552 -5.43897
C 0.61431 3.43405 -5.07319
H -2.19057 1.87009 -0.88971
C -2.12770 0.69167 -0.71536
H 0.75315 6.38022 -2.16928
C 0.21225 2.57045 -3.91493
H -2.53366 -2.23116 -0.21821
H 2.88583 1.95345 5.10022
C 1.00137 -2.68698 -1.14561
C 4.41115 2.18697 2.56628
C 1.06732 4.24934 -2.31592
H -5.55782 -2.92676 0.89899
C -3.69001 -2.32252 -0.45386
C -3.09005 -0.00552 -1.84396
C -4.44116 -2.57953 1.00660
C -3.61198 -3.84932 1.71006
H -4.85249 0.04840 1.60987
C 0.20981 5.48574 -2.48780
H 2.30304 2.03676 3.12164
H -0.70752 5.40085 -1.89537
H -4.87756 -1.37945 -2.17816
C 3.29459 1.01493 5.47092
H -2.61106 0.47907 0.34058
H 1.34105 4.14690 -1.25938
C 1.18691 -3.72991 2.36928
C -3.93486 -3.71952 -1.33768
H 2.00836 4.30576 -2.87247
H 4.81406 2.34179 3.57140
H 4.34197 1.15295 5.75037
H -0.09886 5.62100 -3.52847
O 0.33156 3.06074 -2.66055
H 1.41192 4.13797 -4.84160
H 2.71313 0.76064 6.36246
H 4.30901 3.16197 2.08078
H 0.13496 -2.54739 -3.25378
H 0.04930 -4.03225 2.17176
H 1.89425 -4.66169 2.31970
H 2.71088 -3.06410 0.66173
O -0.29029 1.46357 -4.10389
O 3.15142 -1.28384 4.89142
C 3.18953 -0.11959 4.49581
H 5.15188 1.59567 2.01733
C -0.23369 -2.97259 -2.20338
S -4.23057 -1.10138 2.14473
H -3.67785 0.86596 -2.40991
S -0.30739 0.24908 -0.84299
```

Values from the calculation:
Largest force on an atom ... 11.73 eV/Å
Frontier orbital gap ... 7.93 eV
Electronic energy ... -2442.52294 a.u.
SMILES string ... CCN(CC)C(=S)SCCC[C@H](C#N)[C@H](S)C#N.CCOC(C)=O.CCOC(C)=O
HOMO energy ... -8.15 eV

These are the Löwdin partial charges, in e, on atoms 1 to 5:
1. H 0.118
2. H 0.105
3. H 0.092
4. N 0.108
5. N -0.205